DFT (ωB97M-V/def2-TZVPD) results for a structure of composition C40H32BrF4N5OPSTl.

Summary:
- Gap between HOMO and LUMO: 7.286 eV
- E: -5777.55569 Eh
- Largest force on an atom: 0.47 eV/Å
- Energy above the lowest of the compared OMol25 structures with the same formula, charge and spin: 0.0 kJ/mol

```
! RIJCOSX wB97M-V def2-TZVPD def2/J DEFGRID3
* xyz 2 1
O -0.1172 2.1946 -0.0442
C -2.4057 -0.6446 1.6029
H -5.6742 -1.1117 0.9092
H -4.3024 -4.9728 2.2705
C -3.5976 -4.2262 0.3874
C -0.2150 -4.1586 -4.9083
H -2.5252 0.6305 -1.4011
C -1.7365 -1.0054 4.0042
H -2.6283 -3.4620 -1.3650
C 1.5509 5.8241 1.4760
C -0.0008 3.1076 2.2058
C 4.5626 0.9426 1.8854
H 2.7668 -1.6908 -0.3227
H 2.4454 3.9102 1.0509
C -3.7204 -1.0370 1.7889
H 1.5077 6.5260 2.3112
H -4.5192 -4.4497 -0.1357
F 0.0659 -6.3353 -4.0855
H 4.8584 -4.8313 1.6585
C -0.3772 -2.8083 -4.6451
Tl 0.3976 -0.0180 0.0462
C 3.9403 -4.4313 1.2466
C -4.2283 -0.1864 -0.3832
C 0.8433 -0.4775 3.2649
C -1.3305 -3.4102 0.3525
H -0.9885 -1.1897 6.0027
H 4.8285 -2.5689 0.6543
C -1.2167 -3.6894 1.7180
H -2.7658 -1.1697 4.2878
C 1.2929 3.6724 2.8575
H -2.1843 -4.4842 3.4566
H -4.0269 -1.5251 2.7025
C 2.4314 -0.2776 -2.2297
C -1.3888 -0.7531 2.6860
H -0.5938 5.6330 1.7566
H 3.2867 -0.7240 4.5271
H -0.1525 6.4737 0.2913
P 0.0676 -2.6740 -0.5347
N -1.9983 -0.0913 0.4553
C -0.0463 3.2003 0.7043
S 3.1154 -1.1598 -3.3473
H -0.8762 3.6443 2.5773
C -0.3590 -2.3350 -3.3481
H 2.1849 6.2771 0.7122
C -2.8924 0.1489 -0.5078
C 3.3292 -0.2125 3.5755
H 3.3656 1.4837 0.1726
C 1.5756 -3.4249 0.1564
C -0.1499 -3.2016 -2.2652
H 5.4354 0.1781 3.6938
C 2.1949 -0.0559 2.8000
C 3.3907 1.0246 1.1508
C -2.2868 -4.2439 2.4051
H -0.1429 2.0627 2.4671
H 1.0144 4.2708 3.7269
C 2.1809 4.5073 1.9302
C 0.5652 -0.7264 4.5990
N -0.1225 -0.5151 2.3444
F -0.5731 -1.9930 -5.6703
H 0.7103 -5.3044 0.7737
N -0.0293 4.4104 0.1647
C -0.0597 -5.0402 -3.8583
C -4.6421 -0.8100 0.7801
H 1.8824 2.8355 3.2354
C 2.7462 -2.6618 0.1513
N 1.9317 0.4000 -1.3811
Br -0.7471 -0.4997 -3.1818
C -0.0360 -4.5543 -2.5659
F 0.1032 -5.4555 -1.5938
C -2.5295 -3.6726 -0.3056
C 2.7801 -5.1955 1.2658
C 1.6039 -4.7016 0.7257
H -4.9197 0.0378 -1.1839
H 3.1200 4.7243 2.4402
C 4.5326 0.2940 3.1075
N 2.2333 0.5306 1.5998
C 3.9237 -3.1634 0.6881
H -0.2832 -3.5031 2.2371
C 0.1261 5.6464 0.9386
H 1.3414 -0.6669 5.3478
C -3.4764 -4.5166 1.7391
H -0.0463 4.4504 -0.8442
C -0.7418 -1.0059 4.9646
H 2.7899 -6.1860 1.7012
F -0.2377 -4.5998 -6.1470
H 5.4771 1.3648 1.4912
*
```